1.
{"formula": "C3H2FNOS", "method": "ωB97M-V/def2-TZVPD", "gap_ev": [7.13, 7.17], "lumo_ev": [-1.99, -1.92], "e_above_lowest_kcal_mol": 168.6, "homo_ev": [-9.12, -9.08], "symbols": ["C", "C", "C", "N", "O", "F", "S", "H", "H"], "xyz": [[0.298041, 0.887838, 0.013136], [0.639577, -0.500892, -0.042190], [3.069376, 0.613235, -0.477160], [1.128994, 1.829845, 0.091135], [2.602520, -2.088963, -0.089441], [4.020300, 1.273894, 0.087465], [2.261227, -0.734077, 0.196650], [-0.691690, 1.246572, -0.044909], [-0.052704, -1.371381, -0.346991]], "atomic_forces_ev_per_a": [[0.513, -0.620, -0.024], [-0.817, -0.644, -0.406], [-2.308, 3.102, 0.181], [3.346, -1.177, -0.842], [1.346, -2.007, 0.057], [0.539, -0.456, 0.209], [-2.385, 0.275, 0.110], [-1.698, 0.018, 0.101], [1.465, 1.510, 0.614]], "mulliken_charge": [0.183, -0.368, 0.067, -0.520, -0.554, -0.100, 0.532, 0.437, 0.323]}

=====

2.
{"formula": "C4H3FN2O", "method": "ωB97M-V/def2-TZVPD", "gap_ev": 10.06, "smiles": "[H]/N=C1/C=C(F)C(=O)N1", "lumo_ev": -0.38, "e_above_lowest_kcal_mol": 19.4, "homo_ev": -10.44, "symbols": ["H", "N", "C", "C", "C", "F", "C", "O", "N", "H", "H"], "xyz": [[-0.954607, 0.635075, 3.008641], [-1.265242, 0.998072, 2.120195], [-0.642649, 0.521071, 1.170249], [-0.923527, 0.879873, -0.259185], [-0.063415, 0.192011, -1.012193], [0.038402, 0.172583, -2.328971], [0.775769, -0.719488, -0.188658], [1.631107, -1.504690, -0.541258], [0.343574, -0.445324, 1.116103], [-1.590098, 1.673593, -0.548221], [0.724831, -0.934441, 1.915020]], "atomic_forces_ev_per_a": [[0.062, -0.137, 0.434], [-1.016, 1.008, 1.622], [0.211, -0.538, -2.689], [0.952, 0.092, 0.043], [-0.868, 0.130, -0.163], [0.132, 0.105, 0.120], [0.639, -0.556, 0.379], [-0.902, 0.778, 0.441], [1.074, -0.876, -0.006], [-0.210, -0.139, -0.011], [-0.075, 0.132, -0.171]], "mulliken_charge": [0.242, -0.609, 0.346, -0.500, 0.567, -0.271, 0.241, -0.560, -0.061, 0.427, 0.178]}

=====

3.
{"formula": "C7H12N", "method": "ωB97M-V/def2-TZVPD", "spin_multiplicity": 3, "gap_ev": [5.48, 5.75], "lumo_ev": [-3.49, -8.14], "e_above_lowest_kcal_mol": 107.2, "homo_ev": [-8.97, -13.88], "total_charge": 1, "symbols": ["C", "C", "C", "C", "C", "C", "C", "N", "H", "H", "H", "H", "H", "H", "H", "H", "H", "H", "H", "H"], "xyz": [[2.536391, -0.516936, 0.664572], [2.652904, -0.576956, -0.633583], [-2.003478, 0.008459, -0.004736], [-1.042154, -0.525048, -1.081452], [-1.047668, -0.497172, 1.091982], [-0.009338, -0.884843, 0.010784], [1.258620, -0.087592, 0.030646], [1.006754, 1.407608, -0.021727], [2.984718, -0.677584, 1.618329], [3.129595, -0.783999, -1.556759], [-2.151824, 1.090063, -0.030484], [-2.985724, -0.453191, 0.001060], [-1.427071, -1.402977, -1.592297], [-0.725584, 0.194039, -1.832918], [-0.729442, 0.235567, 1.831111], [-1.427189, -1.362598, 1.627225], [0.262865, -1.938430, 0.021953], [-0.015357, 1.543018, -0.029075], [1.410388, 1.836149, -0.863087], [1.405360, 1.877130, 0.799942]], "atomic_forces_ev_per_a": [[-0.059, 0.717, 1.078], [2.211, -0.277, -1.626], [-0.335, 0.120, 0.006], [-0.583, 0.245, -0.210], [-0.615, 0.490, 0.370], [1.818, -0.309, -0.479], [-1.641, -0.895, 1.481], [-0.862, 0.089, -0.252], [-0.462, -0.244, 0.692], [-0.678, -0.048, -0.974], [-0.021, 0.020, 0.062], [-0.061, 0.071, 0.001], [0.164, -0.054, -0.032], [0.100, 0.006, -0.136], [0.082, 0.011, 0.094], [0.161, -0.097, -0.016], [0.225, 0.153, 0.037], [0.298, 0.372, -0.070], [0.107, -0.144, 0.069], [0.149, -0.226, -0.095]], "mulliken_spin": [0.557, 0.780, -0.011, 0.084, 0.111, -0.015, 0.282, 0.044, 0.085, 0.051, 0.000, 0.000, -0.005, 0.005, 0.002, -0.002, 0.033, -0.006, 0.014, -0.011]}